1.
Entry from the OMol25 dataset: C34H37IrNP2Si as an isolated structure at a distorted geometry (ωB97M-V with the def2-TZVPD basis set).

Positions of all 76 atoms, in Å:
Ir -0.18 -0.12 0.74
C 1.47 2.18 -1.41
P 2.42 0.62 -1.70
C 4.14 1.24 -1.65
C 4.89 1.46 -0.50
C 6.17 1.99 -0.58
C 6.71 2.30 -1.82
C 5.98 2.07 -2.97
C 4.70 1.54 -2.89
C 2.27 -0.14 -0.03
C 2.05 0.58 1.16
C 2.10 -0.06 2.40
C 2.34 -1.43 2.46
C 2.59 -2.15 1.30
C 2.54 -1.51 0.06
C -0.01 1.96 -1.50
C -0.86 2.45 -2.45
C -2.14 1.87 -2.25
C -2.05 1.07 -1.16
C -2.99 0.08 -0.54
P -1.84 -1.30 -0.23
C -2.66 -2.65 0.63
C -3.41 -2.42 1.79
C -3.96 -3.47 2.50
C -3.76 -4.78 2.07
C -3.02 -5.02 0.93
C -2.46 -3.97 0.21
C -1.47 -1.92 -1.88
C -0.19 -1.90 -2.40
C 0.04 -2.33 -3.70
C -1.02 -2.78 -4.47
C -2.30 -2.81 -3.95
C -2.54 -2.38 -2.66
N -0.73 1.09 -0.68
H 1.77 2.87 -2.20
H 1.77 2.64 -0.46
H 4.48 1.22 0.48
H 6.74 2.16 0.32
H 7.71 2.71 -1.88
H 6.41 2.30 -3.94
H 4.14 1.34 -3.80
H 2.00 1.66 1.14
H 1.95 0.52 3.30
H 2.37 -1.93 3.43
H 2.80 -3.21 1.35
H 2.72 -2.07 -0.85
H -0.58 3.15 -3.22
H -3.04 2.06 -2.82
H -3.83 -0.16 -1.18
H -3.38 0.43 0.43
H -3.58 -1.41 2.14
H -4.55 -3.28 3.39
H -4.19 -5.60 2.62
H -2.86 -6.04 0.59
H -1.88 -4.18 -0.68
H 0.64 -1.53 -1.81
H 1.04 -2.30 -4.11
H -0.84 -3.12 -5.49
H -3.13 -3.17 -4.55
H -3.54 -2.41 -2.26
C -1.50 2.40 4.58
Si -1.42 2.25 2.72
C 0.01 3.26 2.08
C -2.99 2.89 1.95
C -1.31 0.39 2.32
H -1.68 3.44 4.86
H -0.56 2.08 5.05
H -2.30 1.79 5.00
H -0.18 4.32 2.28
H 0.13 3.14 1.01
H 0.95 3.01 2.59
H -3.11 3.95 2.17
H -3.87 2.38 2.35
H -2.99 2.78 0.86
H -2.34 0.04 2.25
H -0.85 -0.18 3.14

Properties
net charge: +1
energy: -2448.90224 Ha

2.
Entry from the OMol25 dataset: C34H38As2MnN2O6S4 as an isolated structure at a distorted geometry (ωB97M-V with the def2-TZVPD basis set).

Positions of all 87 atoms, in Å:
Mn 0.43 1.34 -0.24
C 2.20 4.26 0.87
As 2.23 2.33 1.07
C 2.01 2.19 3.01
C 4.18 2.02 0.90
C 5.03 2.26 1.97
C 6.40 2.17 1.78
C 6.92 1.82 0.54
C 6.06 1.57 -0.53
C 4.69 1.67 -0.34
As 3.38 1.41 -1.74
C 4.04 2.61 -3.15
C 3.89 -0.33 -2.47
H 2.87 4.70 1.60
H 1.18 4.62 1.02
H 2.52 4.53 -0.14
H 2.69 2.90 3.49
H 2.21 1.18 3.36
H 0.99 2.47 3.27
H 4.65 2.54 2.94
H 7.07 2.38 2.60
H 7.99 1.73 0.40
H 6.47 1.28 -1.49
H 5.04 2.31 -3.45
H 4.06 3.63 -2.77
H 3.38 2.56 -4.01
H 4.88 -0.27 -2.93
H 3.17 -0.63 -3.23
H 3.90 -1.06 -1.67
O -1.91 4.65 0.56
S -1.78 3.36 -0.04
O -2.51 2.28 0.55
O -0.28 3.01 -0.11
C -2.24 3.50 -1.76
C -2.97 4.63 -2.11
C -3.41 4.77 -3.42
C -3.12 3.81 -4.37
C -2.37 2.69 -4.03
C -1.93 2.54 -2.73
S -0.89 1.15 -2.40
O -1.19 0.61 -1.05
O -1.01 0.19 -3.45
O 0.51 1.66 -2.20
H -3.18 5.36 -1.35
H -3.98 5.65 -3.70
H -3.47 3.92 -5.39
H -2.12 1.93 -4.76
S 1.20 -0.93 -0.38
C -0.27 -1.56 0.20
N -0.91 -2.55 -0.35
C -2.13 -3.04 0.30
C -1.94 -3.04 1.80
N -1.57 -1.69 2.23
C -2.11 -1.23 3.52
C -3.61 -1.05 3.46
C -4.16 -0.08 2.64
C -5.54 0.08 2.59
C -6.36 -0.72 3.37
C -5.81 -1.69 4.19
C -4.43 -1.86 4.24
C -0.83 -0.95 1.45
S -0.41 0.65 1.79
C -0.53 -3.17 -1.62
C -0.11 -4.61 -1.42
C -0.91 -5.65 -1.86
C -0.50 -6.96 -1.69
C 0.71 -7.24 -1.08
C 1.51 -6.20 -0.62
C 1.10 -4.89 -0.79
H -2.32 -4.05 -0.06
H -2.96 -2.39 0.03
H -1.16 -3.75 2.10
H -2.87 -3.31 2.28
H -1.61 -0.30 3.79
H -1.85 -1.99 4.26
H -3.53 0.57 2.04
H -5.97 0.85 1.96
H -7.44 -0.59 3.34
H -6.44 -2.31 4.81
H -4.00 -2.61 4.89
H 0.27 -2.59 -2.07
H -1.40 -3.12 -2.28
H -1.85 -5.44 -2.36
H -1.12 -7.77 -2.05
H 1.04 -8.26 -0.96
H 2.45 -6.41 -0.14
H 1.73 -4.07 -0.44

Properties
net charge: +2
energy: -9094.14141 Ha
multiplicity: 4

3.
Entry from the OMol25 dataset: C34H38As2MnN2O6S4 as an isolated structure at a distorted geometry (ωB97M-V with the def2-TZVPD basis set).

Positions of all 87 atoms, in Å:
Mn 1.35 1.30 0.02
C 0.89 0.47 3.81
As 1.57 1.64 2.44
C 0.97 3.38 2.96
C 3.45 1.58 2.83
C 3.92 1.96 4.09
C 5.28 1.89 4.37
C 6.17 1.42 3.41
C 5.71 1.03 2.16
C 4.35 1.12 1.88
As 3.69 0.68 0.13
C 4.75 1.73 -1.07
C 4.18 -1.14 -0.22
H 1.44 0.73 4.71
H 1.08 -0.57 3.54
H -0.18 0.63 3.94
H 1.21 3.49 4.02
H -0.11 3.44 2.81
H 1.46 4.15 2.37
H 3.24 2.33 4.85
H 5.64 2.20 5.34
H 7.22 1.36 3.63
H 6.41 0.66 1.42
H 5.79 1.52 -0.81
H 4.52 2.78 -0.94
H 4.54 1.42 -2.09
H 5.27 -1.15 -0.25
H 3.78 -1.44 -1.18
H 3.82 -1.79 0.57
O -0.35 0.70 -1.57
S 0.61 0.99 -2.63
O 0.57 0.16 -3.79
O 1.96 0.98 -1.91
C 0.45 2.68 -3.14
C 0.27 2.87 -4.50
C 0.17 4.16 -5.03
C 0.26 5.26 -4.21
C 0.47 5.09 -2.84
C 0.57 3.82 -2.30
S 0.81 3.80 -0.55
O -0.13 2.81 0.02
O 0.77 5.12 -0.04
O 2.14 3.08 -0.26
H 0.20 2.00 -5.14
H 0.03 4.28 -6.09
H 0.18 6.25 -4.62
H 0.55 5.95 -2.19
S -1.37 0.81 1.72
C -1.73 -0.42 0.68
N -2.89 -0.63 0.09
C -3.11 -1.84 -0.71
C -2.43 -2.99 -0.01
N -1.00 -2.66 0.11
C -0.06 -3.79 -0.14
C -0.31 -4.39 -1.50
C -0.08 -3.62 -2.63
C -0.33 -4.15 -3.89
C -0.82 -5.45 -4.01
C -1.05 -6.22 -2.88
C -0.80 -5.69 -1.62
C -0.64 -1.44 0.39
S 1.03 -1.03 0.46
C -4.06 0.25 0.25
C -5.08 -0.36 1.16
C -4.80 -0.61 2.50
C -5.76 -1.15 3.33
C -7.03 -1.44 2.84
C -7.32 -1.20 1.50
C -6.34 -0.67 0.67
H -2.72 -1.71 -1.72
H -4.18 -2.02 -0.76
H -2.51 -3.90 -0.60
H -2.84 -3.16 0.98
H -0.21 -4.51 0.66
H 0.95 -3.41 -0.08
H 0.31 -2.61 -2.54
H -0.14 -3.55 -4.77
H -1.01 -5.86 -5.00
H -1.42 -7.23 -2.98
H -0.98 -6.29 -0.74
H -4.48 0.38 -0.75
H -3.70 1.22 0.60
H -3.82 -0.37 2.90
H -5.54 -1.33 4.38
H -7.79 -1.84 3.49
H -8.30 -1.43 1.11
H -6.58 -0.48 -0.38

Properties
net charge: +2
energy: -9094.16776 Ha
multiplicity: 4

4.
Entry from the OMol25 dataset: C34H38AsN3O2RhSSi2 as an isolated structure (ωB97M-V with the def2-TZVPD basis set).

Positions of all 82 atoms, in Å:
Rh -0.70 1.12 -0.61
C 0.31 3.84 1.50
Si -0.15 3.40 -0.29
C 1.34 4.07 -1.29
C -1.46 4.66 -0.86
C -1.51 6.01 -0.52
C -2.44 6.86 -1.11
C -3.33 6.36 -2.06
C -3.28 5.02 -2.42
C -2.36 4.16 -1.83
Si -2.24 2.28 -2.12
C -3.95 1.73 -1.48
C -2.20 1.96 -3.98
H 0.54 4.91 1.58
H 1.20 3.29 1.80
H -0.49 3.63 2.21
H 1.37 5.16 -1.19
H 1.24 3.82 -2.35
H 2.29 3.67 -0.94
H -0.82 6.42 0.21
H -2.48 7.91 -0.84
H -4.05 7.02 -2.52
H -3.98 4.64 -3.16
H -4.73 2.30 -2.01
H -4.06 1.96 -0.42
H -4.12 0.67 -1.63
H -3.05 2.44 -4.48
H -2.24 0.89 -4.18
H -1.28 2.36 -4.41
S -1.68 -0.82 -1.67
C -1.76 -2.28 -0.70
C -3.02 -2.83 -0.44
C -3.17 -4.04 0.23
C -2.04 -4.74 0.65
C -0.79 -4.20 0.40
C -0.63 -2.97 -0.24
As 1.15 -2.23 -0.55
C 1.80 -2.06 1.30
C 3.02 -1.41 1.45
C 3.62 -1.29 2.71
C 2.98 -1.81 3.83
C 1.75 -2.43 3.69
C 1.16 -2.55 2.44
C 1.99 -3.97 -0.94
C 2.92 -4.62 -0.13
C 3.47 -5.83 -0.52
C 3.11 -6.41 -1.73
C 2.18 -5.77 -2.54
C 1.64 -4.56 -2.15
H -3.89 -2.30 -0.80
H -4.16 -4.43 0.41
H -2.14 -5.69 1.15
H 0.09 -4.76 0.70
H 3.50 -0.97 0.59
H 4.57 -0.78 2.80
H 3.44 -1.72 4.81
H 1.23 -2.80 4.56
H 0.19 -3.02 2.36
H 3.21 -4.19 0.82
H 4.19 -6.32 0.12
H 3.54 -7.36 -2.03
H 1.89 -6.21 -3.49
H 0.91 -4.07 -2.79
C 2.92 0.87 -2.37
O 1.54 1.08 -2.12
C 1.20 1.22 -0.80
O 2.09 1.24 0.04
H 3.02 0.79 -3.45
H 3.26 -0.06 -1.91
H 3.52 1.69 -1.99
N 0.99 0.81 4.65
C 0.06 0.40 3.70
C 0.31 0.65 2.35
N -0.58 0.35 1.41
C -1.72 -0.24 1.84
C -1.93 -0.49 3.17
N -1.05 -0.18 4.13
H 1.94 0.85 4.32
H 0.88 0.34 5.53
H 1.23 1.09 2.00
H -2.46 -0.48 1.08
H -2.85 -0.98 3.49

Properties
net charge: -1
energy: -4956.81335 Ha

5.
Entry from the OMol25 dataset: C34H38Cl4N5O9RbS3 as an isolated structure (ωB97M-V with the def2-TZVPD basis set).

Positions of all 94 atoms, in Å:
Rb -1.66 0.21 1.21
Cl -0.83 -2.03 -1.19
C 0.36 -1.33 -2.27
Cl 1.33 -0.06 -1.49
H -0.16 -0.88 -3.10
H 1.04 -2.11 -2.59
Cl 0.83 1.72 3.46
C -0.09 3.21 3.79
Cl 0.13 3.75 5.47
H -1.14 3.01 3.59
H 0.31 3.98 3.15
S 3.79 -5.18 3.36
C 2.75 -3.88 2.73
C 3.09 -3.21 1.56
C 2.28 -2.17 1.14
N 1.21 -1.75 1.81
C 0.90 -2.39 2.94
C 1.64 -3.46 3.44
C 3.22 -6.61 2.48
C 2.60 -6.59 1.24
C 2.31 -7.79 0.62
N 2.61 -8.99 1.13
C 3.20 -9.00 2.33
C 3.51 -7.85 3.05
H 3.97 -3.49 0.99
H 2.50 -1.64 0.22
H 0.01 -2.04 3.45
H 1.33 -3.96 4.35
H 2.33 -5.65 0.77
H 1.82 -7.80 -0.34
H 3.42 -9.97 2.75
H 3.97 -7.93 4.02
C 0.89 3.56 -1.14
C 2.25 3.60 -0.49
O 2.49 2.38 0.20
C 3.78 2.34 0.77
C 4.01 0.96 1.34
H 0.70 4.50 -1.66
H 0.08 3.41 -0.43
H 0.82 2.76 -1.88
H 2.32 4.44 0.22
H 3.03 3.75 -1.25
H 3.86 3.10 1.55
H 4.53 2.57 0.00
H 3.23 0.71 2.06
H 4.98 0.91 1.83
H 3.99 0.21 0.54
C -4.58 1.86 3.63
C -3.81 2.08 2.34
O -4.34 1.79 1.25
O -2.61 2.49 2.45
H -5.62 2.17 3.50
H -4.13 2.39 4.46
H -4.58 0.79 3.84
C -0.25 -7.89 3.55
C -0.91 -6.55 3.33
C -1.15 -5.68 4.39
C -1.77 -4.46 4.18
C -2.17 -4.09 2.90
C -1.93 -4.94 1.83
C -1.31 -6.16 2.05
S -2.98 -2.51 2.65
O -4.31 -2.66 3.17
O -2.12 -1.58 3.40
O -2.88 -2.28 1.21
H 0.02 -8.03 4.59
H 0.65 -7.99 2.94
H -0.92 -8.71 3.26
H -0.84 -5.97 5.39
H -1.95 -3.78 5.00
H -2.23 -4.64 0.84
H -1.12 -6.83 1.21
O -3.59 6.97 -8.51
S -3.32 5.58 -8.21
O -1.92 5.23 -8.11
O -4.13 4.62 -8.95
C -3.96 5.35 -6.52
N -5.05 6.04 -6.18
C -5.52 5.82 -4.95
C -4.93 4.94 -4.06
C -3.80 4.27 -4.52
N -3.33 4.47 -5.74
C -3.07 3.28 -3.68
C -2.06 2.50 -4.25
C -1.40 1.58 -3.46
N -1.65 1.39 -2.16
C -2.60 2.15 -1.61
C -3.33 3.09 -2.33
H -6.41 6.38 -4.67
H -5.34 4.79 -3.08
H -1.81 2.63 -5.29
H -0.61 0.98 -3.89
H -2.81 2.04 -0.55
H -4.08 3.66 -1.80

Properties
net charge: -2
energy: -5328.98599 Ha

Question: What is the net charge in the third record?
Answer: +2

Repeat the third record exactly.
Entry from the OMol25 dataset: C34H38As2MnN2O6S4 as an isolated structure at a distorted geometry (ωB97M-V with the def2-TZVPD basis set).

Positions of all 87 atoms, in Å:
Mn 1.35 1.30 0.02
C 0.89 0.47 3.81
As 1.57 1.64 2.44
C 0.97 3.38 2.96
C 3.45 1.58 2.83
C 3.92 1.96 4.09
C 5.28 1.89 4.37
C 6.17 1.42 3.41
C 5.71 1.03 2.16
C 4.35 1.12 1.88
As 3.69 0.68 0.13
C 4.75 1.73 -1.07
C 4.18 -1.14 -0.22
H 1.44 0.73 4.71
H 1.08 -0.57 3.54
H -0.18 0.63 3.94
H 1.21 3.49 4.02
H -0.11 3.44 2.81
H 1.46 4.15 2.37
H 3.24 2.33 4.85
H 5.64 2.20 5.34
H 7.22 1.36 3.63
H 6.41 0.66 1.42
H 5.79 1.52 -0.81
H 4.52 2.78 -0.94
H 4.54 1.42 -2.09
H 5.27 -1.15 -0.25
H 3.78 -1.44 -1.18
H 3.82 -1.79 0.57
O -0.35 0.70 -1.57
S 0.61 0.99 -2.63
O 0.57 0.16 -3.79
O 1.96 0.98 -1.91
C 0.45 2.68 -3.14
C 0.27 2.87 -4.50
C 0.17 4.16 -5.03
C 0.26 5.26 -4.21
C 0.47 5.09 -2.84
C 0.57 3.82 -2.30
S 0.81 3.80 -0.55
O -0.13 2.81 0.02
O 0.77 5.12 -0.04
O 2.14 3.08 -0.26
H 0.20 2.00 -5.14
H 0.03 4.28 -6.09
H 0.18 6.25 -4.62
H 0.55 5.95 -2.19
S -1.37 0.81 1.72
C -1.73 -0.42 0.68
N -2.89 -0.63 0.09
C -3.11 -1.84 -0.71
C -2.43 -2.99 -0.01
N -1.00 -2.66 0.11
C -0.06 -3.79 -0.14
C -0.31 -4.39 -1.50
C -0.08 -3.62 -2.63
C -0.33 -4.15 -3.89
C -0.82 -5.45 -4.01
C -1.05 -6.22 -2.88
C -0.80 -5.69 -1.62
C -0.64 -1.44 0.39
S 1.03 -1.03 0.46
C -4.06 0.25 0.25
C -5.08 -0.36 1.16
C -4.80 -0.61 2.50
C -5.76 -1.15 3.33
C -7.03 -1.44 2.84
C -7.32 -1.20 1.50
C -6.34 -0.67 0.67
H -2.72 -1.71 -1.72
H -4.18 -2.02 -0.76
H -2.51 -3.90 -0.60
H -2.84 -3.16 0.98
H -0.21 -4.51 0.66
H 0.95 -3.41 -0.08
H 0.31 -2.61 -2.54
H -0.14 -3.55 -4.77
H -1.01 -5.86 -5.00
H -1.42 -7.23 -2.98
H -0.98 -6.29 -0.74
H -4.48 0.38 -0.75
H -3.70 1.22 0.60
H -3.82 -0.37 2.90
H -5.54 -1.33 4.38
H -7.79 -1.84 3.49
H -8.30 -1.43 1.11
H -6.58 -0.48 -0.38

Properties
net charge: +2
energy: -9094.16776 Ha
multiplicity: 4